Entry 1:
This record from OMol25 describes a structure of composition C21H31OV in a non-equilibrium geometry. The level of theory is ωB97M-V/def2-TZVPD.

Calculated values
⟨S²⟩	0.781
net charge	+1
calculated total energy	-1837.7711	hartree
largest force on an atom	6.3	eV/A
HOMO energy (alpha / beta)	-0.415 / -0.389	Eh
Kohn-Sham gap (alpha / beta)	0.2841 / 0.2661	Eh
spin multiplicity	2

CARTESIAN COORDINATES (ANGSTROEM)
C (-1.60, -0.51, 1.55)
C (-2.03, -1.21, 0.38)
C (-2.45, -0.24, -0.60)
C (-2.32, 1.07, 0.00)
C (-1.78, 0.89, 1.32)
V (-0.44, 0.11, -0.10)
C (0.99, 1.04, -2.74)
C (1.37, 1.21, -1.27)
H (2.38, 0.81, -1.05)
C (0.76, 2.10, -0.37)
H (0.11, 2.91, -0.71)
H (1.22, 2.26, 0.62)
C (2.22, 1.31, -3.64)
H (3.00, 0.56, -3.46)
H (1.94, 1.26, -4.70)
H (2.63, 2.30, -3.43)
C (-0.10, 2.03, -3.17)
H (-1.04, 1.87, -2.62)
H (0.23, 3.06, -2.98)
H (-0.32, 1.93, -4.24)
C (-2.16, -2.68, 0.27)
H (-1.27, -3.17, 0.69)
H (-3.03, -3.05, 0.83)
H (-2.28, -2.99, -0.77)
C (-2.97, -0.54, -1.96)
H (-2.47, -1.43, -2.35)
H (-4.05, -0.74, -1.97)
H (-2.77, 0.28, -2.64)
C (-2.75, 2.36, -0.58)
H (-2.87, 2.28, -1.67)
H (-3.71, 2.71, -0.17)
H (-2.01, 3.14, -0.37)
C (-1.50, 1.96, 2.32)
H (-1.27, 2.91, 1.82)
H (-2.36, 2.12, 2.98)
H (-0.64, 1.68, 2.95)
C (-1.25, -1.15, 2.85)
H (-0.64, -0.47, 3.47)
H (-2.17, -1.37, 3.41)
H (-0.71, -2.09, 2.70)
C (0.66, -1.38, -1.98)
C (0.55, -0.41, -2.99)
C (0.17, -2.69, -2.20)
C (0.01, -0.77, -4.24)
H (1.16, -1.15, -1.01)
C (-0.37, -3.02, -3.44)
H (0.22, -3.40, -1.39)
C (-0.45, -2.06, -4.46)
H (-0.06, -0.01, -5.03)
H (-0.74, -4.03, -3.62)
H (-0.87, -2.32, -5.43)
O (1.74, -0.72, 1.49)
H (2.60, -0.47, 1.11)
H (1.66, -0.11, 2.26)

Entry 2:
This record from OMol25 describes a structure of composition C21H32BMoN8. The level of theory is ωB97M-V/def2-TZVPD.

Calculated values
⟨S²⟩	2.015
net charge	+3
calculated total energy	-1349.6094	hartree
largest force on an atom	0.8	eV/A
energy relative to the best compared isomer or geometry (same formula, charge and spin)	0.2617	eV
HOMO energy (alpha / beta)	-0.677 / -0.677	Eh
Kohn-Sham gap (alpha / beta)	0.2456 / 0.2629	Eh
spin multiplicity	3

CARTESIAN COORDINATES (ANGSTROEM)
Mo (0.19, 0.13, 0.17)
C (-4.69, -0.02, -1.94)
C (-3.33, -0.28, -1.30)
C (-2.94, -1.75, -1.48)
C (-2.26, 0.59, -1.90)
C (-2.35, 1.24, -3.11)
C (-1.08, 1.73, -3.39)
N (-0.27, 1.42, -2.38)
N (-0.98, 0.74, -1.41)
B (1.24, 1.49, -2.28)
N (1.77, 0.01, -2.16)
C (2.77, -0.60, -2.78)
C (3.06, -1.81, -2.12)
C (2.21, -1.88, -1.05)
N (1.40, -0.76, -1.08)
C (2.02, -2.86, 0.06)
C (0.78, -3.72, -0.18)
C (1.96, -2.15, 1.40)
N (1.61, 2.25, -0.96)
C (2.40, 3.30, -0.82)
C (2.62, 3.55, 0.53)
C (1.96, 2.57, 1.22)
N (1.29, 1.77, 0.30)
C (1.92, 2.26, 2.68)
C (3.27, 1.67, 3.12)
C (0.77, 1.33, 3.03)
H (-5.45, -0.63, -1.45)
H (-4.69, -0.30, -3.00)
H (-5.00, 1.02, -1.85)
H (-3.42, -0.05, -0.24)
H (-2.92, -2.02, -2.54)
H (-3.67, -2.40, -0.99)
H (-1.94, -1.98, -1.07)
H (-3.22, 1.32, -3.74)
H (-0.71, 2.26, -4.25)
H (1.73, 2.04, -3.21)
H (3.24, -0.16, -3.64)
H (3.81, -2.52, -2.41)
H (2.91, -3.50, 0.06)
H (-0.12, -3.09, -0.20)
H (0.66, -4.44, 0.62)
H (0.82, -4.26, -1.13)
H (1.04, -1.50, 1.49)
H (2.83, -1.52, 1.60)
H (1.83, -2.86, 2.22)
H (2.79, 3.81, -1.69)
H (3.22, 4.34, 0.95)
H (1.79, 3.21, 3.21)
H (3.47, 0.73, 2.60)
H (3.26, 1.48, 4.19)
H (4.09, 2.35, 2.91)
H (0.93, 0.33, 2.58)
H (-0.19, 1.74, 2.70)
H (0.70, 1.16, 4.10)
N (-2.93, -1.28, 2.68)
C (-3.25, 0.05, 2.66)
C (-2.36, 0.63, 1.81)
N (-1.51, -0.35, 1.31)
C (-1.90, -1.50, 1.88)
H (-3.41, -1.99, 3.22)
H (-4.06, 0.47, 3.23)
H (-2.30, 1.66, 1.49)
H (-1.45, -2.46, 1.71)

Entry 3:
This record from OMol25 describes a structure of composition C21H32BMoN8. The level of theory is ωB97M-V/def2-TZVPD.

Calculated values
⟨S²⟩	2.018
net charge	+3
calculated total energy	-1349.6185	hartree
largest force on an atom	0.4	eV/A
energy relative to the best compared isomer or geometry (same formula, charge and spin)	0.0141	eV
HOMO energy (alpha / beta)	-0.677 / -0.677	Eh
Kohn-Sham gap (alpha / beta)	0.2394 / 0.2584	Eh
spin multiplicity	3

CARTESIAN COORDINATES (ANGSTROEM)
Mo (-0.10, 0.37, 0.62)
C (3.42, -0.89, -3.07)
C (2.36, -0.35, -2.11)
C (0.97, -0.42, -2.76)
C (2.34, -1.12, -0.82)
C (3.11, -2.23, -0.50)
C (2.59, -2.73, 0.68)
N (1.59, -1.96, 1.08)
N (1.43, -0.93, 0.19)
B (0.40, -2.35, 1.98)
N (-0.87, -2.37, 1.05)
C (-1.78, -3.32, 0.86)
C (-2.78, -2.85, 0.02)
C (-2.44, -1.55, -0.29)
N (-1.27, -1.24, 0.36)
C (-3.09, -0.58, -1.22)
C (-2.86, -1.01, -2.68)
C (-2.62, 0.84, -0.97)
N (0.19, -1.24, 3.02)
C (0.04, -1.26, 4.34)
C (-0.36, 0.00, 4.79)
C (-0.48, 0.79, 3.67)
N (-0.11, 0.02, 2.58)
C (-0.97, 2.19, 3.51)
C (-2.41, 2.31, 4.02)
C (-0.87, 2.62, 2.05)
H (3.42, -0.30, -3.98)
H (3.21, -1.93, -3.34)
H (4.42, -0.83, -2.64)
H (2.61, 0.69, -1.90)
H (0.71, -1.45, -3.01)
H (0.94, 0.17, -3.67)
H (0.18, -0.05, -2.09)
H (3.92, -2.64, -1.08)
H (2.86, -3.61, 1.24)
H (0.56, -3.41, 2.49)
H (-1.68, -4.28, 1.34)
H (-3.65, -3.39, -0.33)
H (-4.17, -0.63, -1.03)
H (-1.80, -0.95, -2.94)
H (-3.40, -0.34, -3.35)
H (-3.20, -2.02, -2.87)
H (-1.53, 0.93, -1.19)
H (-2.85, 1.17, 0.04)
H (-3.09, 1.54, -1.66)
H (0.20, -2.17, 4.89)
H (-0.56, 0.28, 5.81)
H (-0.33, 2.84, 4.10)
H (-3.09, 1.67, 3.45)
H (-2.75, 3.34, 3.93)
H (-2.48, 2.03, 5.07)
H (-1.55, 2.00, 1.42)
H (0.18, 2.64, 1.72)
H (-1.24, 3.63, 1.88)
N (1.87, 3.52, -1.47)
C (2.83, 3.23, -0.54)
C (2.35, 2.18, 0.17)
N (1.10, 1.83, -0.35)
C (0.85, 2.68, -1.34)
H (1.92, 4.27, -2.16)
H (3.75, 3.78, -0.46)
H (2.81, 1.64, 0.98)
H (-0.03, 2.71, -1.95)